{"formula": "C66H173BeN13O19", "method": "ωB97M-V/def2-TZVPD", "symbols": ["Be", "C", "C", "C", "O", "H", "H", "H", "H", "H", "H", "H", "C", "C", "C", "O", "H", "H", "H", "H", "H", "H", "H", "C", "O", "C", "C", "N", "C", "C", "O", "C", "H", "H", "H", "H", "H", "H", "H", "H", "H", "H", "H", "H", "H", "H", "H", "C", "O", "C", "C", "N", "C", "C", "O", "C", "H", "H", "H", "H", "H", "H", "H", "H", "H", "H", "H", "H", "H", "H", "H", "C", "O", "C", "C", "N", "C", "C", "O", "C", "H", "H", "H", "H", "H", "H", "H", "H", "H", "H", "H", "H", "H", "H", "H", "C", "O", "C", "C", "N", "C", "C", "O", "C", "H", "H", "H", "H", "H", "H", "H", "H", "H", "H", "H", "H", "H", "H", "H", "C", "C", "C", "O", "C", "N", "H", "H", "H", "H", "H", "H", "H", "H", "H", "H", "H", "C", "C", "C", "O", "C", "N", "H", "H", "H", "H", "H", "H", "H", "H", "H", "H", "H", "C", "C", "C", "O", "C", "N", "H", "H", "H", "H", "H", "H", "H", "H", "H", "H", "H", "C", "C", "C", "O", "C", "N", "H", "H", "H", "H", "H", "H", "H", "H", "H", "H", "H", "C", "C", "C", "O", "C", "N", "H", "H", "H", "H", "H", "H", "H", "H", "H", "H", "H", "C", "C", "C", "O", "C", "N", "H", "H", "H", "H", "H", "H", "H", "H", "H", "H", "H", "C", "C", "C", "O", "C", "N", "H", "H", "H", "H", "H", "H", "H", "H", "H", "H", "H", "C", "C", "C", "O", "C", "N", "H", "H", "H", "H", "H", "H", "H", "H", "H", "H", "H", "C", "C", "C", "O", "C", "N", "H", "H", "H", "H", "H", "H", "H", "H", "H", "H", "H"], "coordinates": [[2.440, 0.541, 3.282], [4.582, 4.705, 2.961], [4.960, 3.359, 2.338], [6.222, 2.773, 2.997], [3.958, 2.406, 2.332], [5.371, 5.424, 2.740], [4.476, 4.728, 4.045], [3.711, 5.136, 2.466], [5.304, 3.562, 1.324], [7.002, 3.529, 3.091], [6.612, 1.967, 2.375], [6.122, 2.331, 3.988], [-0.220, -1.240, -0.263], [-0.264, 0.178, 0.270], [-1.593, 0.484, 0.842], [0.822, 0.504, 1.214], [0.624, -1.403, -0.933], [-1.056, -1.501, -0.912], [-0.133, -1.983, 0.529], [-0.221, 0.780, -0.637], [-1.849, 1.539, 0.938], [-1.761, -0.015, 1.797], [-2.389, 0.051, 0.237], [1.978, -3.039, 2.332], [1.700, -1.918, 3.184], [0.731, -2.268, 4.250], [-0.056, -1.043, 4.743], [0.811, -0.059, 5.393], [0.136, 1.184, 5.853], [-0.412, 2.002, 4.661], [0.823, 2.473, 4.002], [0.462, 3.367, 2.978], [1.104, -3.528, 1.903], [2.642, -3.743, 2.835], [2.530, -2.641, 1.481], [1.189, -2.698, 5.140], [-0.014, -3.011, 3.963], [-0.738, -1.489, 5.467], [-0.597, -0.627, 3.893], [1.164, -0.453, 6.253], [0.736, 1.841, 6.484], [-0.628, 0.989, 6.605], [-1.024, 2.826, 5.029], [-0.981, 1.384, 3.966], [-0.036, 4.269, 3.336], [-0.292, 3.062, 2.253], [1.328, 3.755, 2.442], [1.532, -2.000, -9.622], [2.504, -2.026, -8.540], [3.489, -0.955, -8.396], [3.906, -0.825, -6.970], [2.698, -0.561, -6.158], [2.840, -0.807, -4.744], [1.460, -1.032, -4.120], [0.957, -2.224, -4.666], [-0.338, -2.547, -4.078], [1.983, -2.038, -10.614], [0.983, -1.059, -9.603], [0.909, -2.893, -9.566], [3.182, -0.013, -8.851], [4.306, -1.290, -9.036], [4.656, -0.051, -6.809], [4.379, -1.739, -6.609], [2.040, -1.265, -6.460], [3.230, 0.099, -4.280], [3.454, -1.680, -4.523], [0.814, -0.176, -4.317], [1.563, -1.063, -3.036], [-0.743, -3.321, -4.730], [-0.970, -1.660, -4.133], [-0.331, -3.082, -3.129], [2.544, 8.494, 0.801], [1.564, 7.681, 0.095], [1.045, 6.578, 0.805], [-0.056, 6.019, -0.063], [-0.528, 4.757, 0.420], [-1.578, 4.285, -0.513], [-2.928, 5.085, -0.497], [-3.514, 5.283, 0.836], [-3.982, 4.114, 1.452], [2.926, 9.188, 0.052], [3.344, 7.901, 1.245], [2.044, 9.117, 1.543], [0.574, 6.865, 1.745], [1.868, 5.873, 0.925], [0.390, 5.908, -1.051], [-0.803, 6.803, -0.188], [0.295, 4.182, 0.312], [-1.793, 3.262, -0.206], [-1.093, 4.314, -1.489], [-3.721, 4.649, -1.105], [-2.654, 6.056, -0.910], [-4.670, 3.471, 0.903], [-4.443, 4.439, 2.384], [-3.215, 3.473, 1.885], [-4.341, -1.347, -2.932], [-3.902, -1.501, -1.588], [-4.689, -2.464, -0.919], [-4.025, -2.839, 0.393], [-4.285, -1.747, 1.346], [-3.741, -2.047, 2.679], [-3.719, -0.843, 3.642], [-3.206, -1.305, 4.822], [-3.793, -0.768, 6.016], [-3.809, -0.541, -3.437], [-5.413, -1.163, -2.999], [-4.222, -2.318, -3.412], [-4.634, -3.331, -1.579], [-5.738, -2.202, -0.778], [-2.948, -2.949, 0.261], [-4.351, -3.819, 0.742], [-3.998, -0.842, 1.001], [-2.712, -2.367, 2.516], [-4.397, -2.806, 3.105], [-4.742, -0.495, 3.785], [-3.198, 0.005, 3.199], [-3.457, 0.252, 6.201], [-3.228, -1.273, 6.800], [-4.871, -0.920, 6.074], [-1.657, 6.853, 6.506], [-1.467, 6.181, 5.161], [-2.716, 5.390, 4.793], [-2.870, 4.281, 5.629], [-3.801, 3.332, 5.141], [-1.348, 7.211, 4.201], [-0.992, 7.681, 6.748], [-1.609, 6.111, 7.303], [-2.595, 7.405, 6.435], [-0.606, 5.513, 5.136], [-2.510, 4.921, 3.831], [-3.629, 5.967, 4.642], [-4.141, 2.683, 5.949], [-3.496, 2.655, 4.343], [-4.681, 3.884, 4.811], [-2.149, 7.826, 4.197], [-1.325, 6.825, 3.268], [-3.775, -6.792, 0.366], [-2.337, -6.537, 0.029], [-2.182, -5.737, -1.267], [-2.663, -6.504, -2.303], [-3.283, -5.763, -3.334], [-1.773, -5.883, 1.213], [-4.415, -5.948, 0.108], [-3.877, -7.123, 1.399], [-4.172, -7.566, -0.290], [-1.845, -7.482, -0.201], [-1.193, -5.310, -1.434], [-2.710, -4.794, -1.125], [-2.467, -5.529, -4.018], [-3.633, -4.740, -3.197], [-3.989, -6.276, -3.986], [-0.799, -5.697, 1.023], [-1.751, -6.488, 2.021], [0.769, -6.094, 3.709], [1.222, -7.199, 2.840], [1.882, -6.793, 1.529], [1.013, -5.990, 0.690], [1.589, -5.554, -0.488], [2.229, -7.932, 3.612], [0.041, -5.485, 3.173], [1.602, -5.450, 3.992], [0.286, -6.617, 4.534], [0.420, -7.913, 2.652], [2.236, -7.630, 0.928], [2.733, -6.229, 1.912], [2.559, -5.080, -0.343], [1.015, -4.734, -0.920], [1.651, -6.302, -1.279], [1.846, -8.203, 4.507], [2.998, -7.339, 3.888], [1.921, 2.444, -2.645], [2.786, 2.854, -1.471], [3.510, 4.117, -1.732], [4.209, 4.126, -3.034], [5.319, 3.262, -3.027], [1.914, 3.057, -0.290], [1.007, 3.031, -2.556], [1.543, 1.430, -2.515], [2.337, 2.591, -3.641], [3.499, 2.077, -1.197], [4.263, 4.226, -0.952], [2.857, 4.990, -1.699], [6.208, 3.653, -2.533], [5.722, 3.178, -4.037], [5.002, 2.257, -2.750], [2.438, 3.092, 0.573], [1.395, 2.191, -0.260], [-6.880, 0.978, 1.987], [-7.485, 0.409, 0.681], [-6.689, 0.621, -0.603], [-6.473, 1.977, -0.999], [-5.437, 1.960, -2.008], [-7.726, -1.062, 0.886], [-5.894, 0.529, 2.108], [-7.427, 0.548, 2.825], [-6.735, 2.055, 2.066], [-8.434, 0.913, 0.499], [-7.121, -0.048, -1.348], [-5.728, 0.207, -0.298], [-5.826, 1.501, -2.917], [-4.502, 1.480, -1.722], [-5.254, 2.995, -2.297], [-6.783, -1.405, 1.000], [-8.015, -1.020, 1.853], [-4.561, 5.184, -4.948], [-3.062, 5.028, -4.823], [-2.432, 3.570, -4.782], [-2.850, 2.975, -3.575], [-2.112, 1.838, -3.117], [-2.518, 5.683, -5.998], [-5.130, 4.511, -4.306], [-4.863, 5.019, -5.982], [-4.866, 6.190, -4.658], [-2.762, 5.587, -3.937], [-1.349, 3.682, -4.728], [-2.707, 2.988, -5.662], [-2.231, 0.902, -3.663], [-2.423, 1.572, -2.106], [-1.050, 2.074, -3.052], [-2.812, 6.642, -5.880], [-1.530, 5.779, -5.812], [2.200, -5.741, -4.592], [2.104, -5.365, -6.118], [0.701, -5.415, -6.776], [0.331, -6.777, -6.884], [-0.938, -6.873, -7.412], [2.635, -3.998, -6.236], [1.870, -6.771, -4.463], [1.533, -5.120, -3.994], [3.231, -5.649, -4.251], [2.669, -6.165, -6.596], [0.735, -4.941, -7.757], [0.038, -4.803, -6.163], [-1.038, -6.468, -8.419], [-1.660, -6.434, -6.723], [-1.239, -7.915, -7.512], [2.415, -3.724, -7.183], [2.074, -3.408, -5.638], [5.320, -1.887, 6.167], [4.275, -0.951, 5.484], [4.223, 0.427, 6.216], [3.286, 1.326, 5.604], [3.557, 2.709, 5.895], [4.616, -0.809, 4.064], [5.250, -2.807, 5.587], [5.023, -2.170, 7.176], [6.317, -1.482, 6.343], [3.292, -1.421, 5.472], [5.187, 0.914, 6.361], [3.968, 0.257, 7.262], [3.770, 2.837, 6.956], [2.759, 3.306, 5.453], [4.510, 3.005, 5.457], [5.556, -0.446, 4.003], [4.776, -1.717, 3.653], [5.694, 0.265, -0.520], [4.337, -0.414, -0.487], [4.306, -1.947, -0.836], [4.650, -2.110, -2.208], [4.370, -3.444, -2.585], [3.720, -0.222, 0.780], [6.008, 0.099, -1.551], [6.408, -0.253, 0.120], [5.746, 1.344, -0.378], [3.759, 0.079, -1.269], [3.334, -2.390, -0.619], [4.916, -2.581, -0.192], [3.371, -3.709, -2.238], [5.101, -4.222, -2.368], [4.330, -3.496, -3.673], [2.715, -0.125, 0.803], [4.014, 0.708, 1.041]], "forces_ev_per_angstrom": [[0.29, 0.89, -0.31], [0.35, 0.48, -0.48], [0.12, -1.11, 1.67], [0.59, 0.16, -0.10], [-1.69, -1.00, -0.29], [0.31, 0.09, -0.01], [-0.28, -0.33, -0.02], [-0.35, -0.23, 0.19], [-0.17, 0.22, -0.65], [0.23, 0.12, -0.10], [0.01, -0.03, -0.18], [-0.61, 0.13, 0.21], [0.54, -0.73, -0.23], [1.96, 0.13, 1.41], [-1.71, -0.25, 0.63], [-0.50, -0.25, -0.85], [0.50, 0.19, 0.18], [-0.52, 0.17, 0.21], [-0.16, -0.04, 0.21], [0.57, 0.68, -0.29], [0.39, 0.11, 0.21], [0.41, 0.08, 0.34], [-0.06, 0.05, -0.55], [0.75, 0.86, -0.49], [-1.51, -0.71, 1.51], [0.29, 1.23, -0.30], [0.48, -0.86, -0.07], [0.30, 1.04, -0.57], [-1.02, 0.27, -0.63], [2.13, -0.62, 0.75], [-1.32, -0.74, 0.09], [-0.32, 1.56, -1.04], [-0.30, 0.02, 0.48], [-0.15, -0.24, 0.17], [0.08, 0.17, 0.09], [0.82, -0.16, -0.07], [0.13, 0.01, -0.73], [-0.55, 0.23, -0.06], [0.01, 0.20, 0.20], [0.54, -0.38, -0.14], [1.00, -0.17, -0.64], [-0.83, -0.59, -0.35], [0.15, 0.24, -0.14], [-0.04, 0.10, -0.14], [0.08, 0.23, 0.87], [0.33, -1.08, -0.05], [0.23, -0.58, 0.14], [1.33, 0.72, 0.40], [-0.69, 0.26, -0.17], [-0.13, -1.04, -1.88], [-0.72, -0.16, 1.34], [0.07, -0.22, -0.73], [-0.61, 0.68, 0.51], [1.32, 0.50, -0.12], [-1.73, -0.34, 1.36], [0.64, -0.67, -1.72], [0.52, -0.05, -0.06], [-0.42, -0.14, 0.24], [-0.08, 0.24, 0.49], [-0.64, 0.11, 0.29], [0.51, 0.12, 0.18], [-0.13, 0.32, -0.32], [0.10, -0.43, -0.20], [-0.29, 0.01, -0.43], [0.44, -0.14, 0.27], [0.28, 0.02, 0.14], [-0.29, 0.08, -0.36], [0.04, -0.38, 0.27], [-0.25, 0.21, -0.34], [-0.12, -0.08, 0.43], [0.52, 0.75, 0.57], [-1.29, -0.34, -0.89], [0.87, 1.11, 0.43], [-0.08, 0.43, -0.34], [0.92, 0.72, -0.37], [-1.62, 0.93, 0.19], [-0.18, -0.50, 1.26], [0.87, -0.02, 1.14], [0.83, -0.12, -1.42], [0.16, 0.01, 1.26], [0.23, -0.22, -0.01], [0.00, -0.09, 0.00], [-0.02, -0.20, 0.37], [0.41, 0.10, 0.47], [-0.11, -0.44, 0.44], [0.11, -0.07, -0.58], [-0.32, -0.17, 0.33], [0.02, -0.86, -0.14], [0.04, -0.22, -0.39], [-0.67, -0.22, -0.67], [0.36, -0.33, -0.33], [-0.62, 0.29, 0.33], [-0.15, 0.27, -0.51], [-0.62, 0.23, -0.20], [0.78, -0.23, -0.55], [-0.27, -0.53, 0.42], [-0.30, 1.19, -0.04], [1.08, -1.32, -0.32], [0.01, 1.57, -0.07], [-0.93, -0.64, 0.89], [-0.16, 1.13, -0.91], [-1.48, -0.37, -1.66], [0.29, -0.06, 1.79], [1.81, -0.40, -0.17], [0.12, -0.23, 0.20], [-0.19, 0.36, 0.21], [0.37, -0.04, -0.53], [-0.45, -0.55, 0.00], [-0.04, 0.36, -0.08], [0.32, -0.10, -0.33], [-0.44, 0.25, 0.32], [0.35, -0.18, -0.21], [0.28, -0.56, 0.58], [0.47, -0.28, 0.19], [-0.35, 0.03, -0.01], [0.47, 0.16, 0.11], [-0.59, 0.55, -0.48], [-0.61, -0.50, 0.25], [0.06, 0.09, -0.01], [0.06, 0.13, 0.35], [-1.29, 0.28, 0.85], [1.05, -1.64, -1.01], [-0.32, -1.16, 1.16], [-0.83, 0.52, 0.58], [0.94, 1.10, -1.62], [0.74, -0.39, -0.34], [-0.48, 0.24, 0.16], [-0.55, -0.47, 0.43], [0.09, 0.06, 0.01], [0.12, 0.47, -0.76], [-0.15, 0.41, 0.52], [0.24, 0.15, 0.29], [0.66, 0.30, -0.35], [-0.27, -0.13, -0.26], [-0.14, 0.13, 0.27], [0.16, -0.09, -0.33], [-0.91, -0.78, -1.13], [0.44, -0.15, 0.44], [-0.06, 1.44, 1.73], [-1.59, -0.21, -0.50], [1.72, 0.59, -1.97], [0.54, 0.87, -0.69], [0.09, 0.35, 0.57], [-0.18, 0.21, -0.05], [0.00, -0.32, 0.12], [0.14, -0.41, 0.18], [0.79, -0.73, -0.13], [-0.84, 0.08, -0.13], [0.33, -0.02, -0.61], [-0.51, -0.15, 1.35], [-0.19, -0.63, 0.82], [0.16, 0.17, 0.08], [-0.39, -0.31, -0.06], [-1.27, 0.78, -0.59], [0.77, -1.20, -0.33], [-0.50, 0.51, -0.25], [0.37, -0.60, 1.63], [0.56, 0.98, -1.08], [0.52, -0.93, -0.21], [-0.24, 0.26, 0.28], [-0.04, -0.12, 0.30], [0.02, 0.69, 0.43], [-0.21, 0.07, -0.09], [0.04, -0.22, 0.28], [0.47, 0.52, -0.68], [0.44, -0.31, 0.21], [-0.53, -0.02, 0.22], [0.16, -0.41, 0.14], [-0.31, -0.30, 0.00], [0.24, 0.35, -0.31], [-0.82, -0.10, 0.30], [-0.53, -0.40, 0.55], [1.68, 0.78, -1.17], [-0.54, 0.31, 1.23], [0.08, -0.12, -1.08], [-0.26, 0.06, -1.06], [-0.07, 0.43, -0.24], [0.30, -0.34, -0.12], [0.21, -0.10, 0.22], [0.20, -0.15, -0.35], [0.17, 0.31, 0.20], [-0.10, -0.08, -0.26], [-0.25, -0.05, 1.03], [-0.51, 0.03, -0.44], [0.46, -0.10, 0.42], [0.53, -0.30, 0.31], [-0.37, -0.29, 0.82], [0.70, -0.57, -0.64], [-0.93, 0.94, 0.05], [0.87, -0.30, 1.58], [0.51, -1.26, -0.24], [-1.08, 1.01, -0.24], [0.30, 1.63, -0.22], [0.34, 0.00, -0.14], [-0.34, 0.55, 0.16], [-0.42, 0.01, -0.12], [-0.41, -0.18, 0.23], [-0.11, 0.35, -0.52], [0.61, -0.24, -0.55], [0.02, -0.39, -0.08], [-0.18, -0.09, 0.40], [0.17, 0.00, 0.30], [0.57, -0.60, -0.09], [-0.63, -0.73, 0.22], [-0.54, -0.72, 0.26], [0.24, -1.08, -0.15], [-0.74, 1.44, 0.85], [-0.35, -1.14, 0.57], [0.14, 0.52, 0.24], [0.71, 0.51, 0.06], [0.09, -0.13, 0.05], [-0.04, -0.06, -0.02], [0.11, 0.13, -0.09], [0.25, -0.46, 0.52], [0.29, 0.08, -0.34], [-0.10, -0.04, -0.13], [-0.15, 0.19, -0.74], [-0.19, 0.43, 0.09], [0.20, 0.02, -0.16], [-0.32, 0.43, -0.56], [0.59, -0.16, -0.38], [-0.94, -0.30, -1.24], [-0.26, 0.26, 1.40], [1.49, -0.63, 1.13], [0.43, 0.61, 0.13], [-1.26, -0.95, -0.12], [0.24, -1.27, -0.68], [0.05, -0.09, 0.10], [0.08, 0.25, 0.11], [-0.08, 0.11, -0.09], [0.54, 0.49, -0.50], [0.13, -0.02, -0.31], [-0.59, -0.20, 0.18], [0.10, 0.50, -0.08], [-0.29, 0.38, -0.12], [0.30, -0.21, 0.15], [0.41, 0.64, -0.22], [-0.07, 0.10, 0.15], [-1.51, 0.00, 0.57], [1.38, 0.52, 0.56], [-0.51, -0.22, -0.34], [0.38, -0.39, -0.06], [0.89, -0.53, -0.35], [-0.59, 0.79, 0.04], [0.79, -0.08, 0.03], [-0.39, 0.01, 0.14], [0.07, 0.09, -0.86], [-0.06, 0.02, 0.45], [0.49, -0.06, -0.87], [-0.64, -0.25, 0.21], [-0.84, 0.09, 0.35], [0.02, -0.12, 0.38], [-0.04, -0.06, -0.54], [0.12, 0.97, -0.19], [-0.75, -0.40, -0.26], [0.54, -1.24, -1.12], [-0.54, -1.03, -0.55], [0.64, 1.29, -0.19], [-0.06, -0.87, 0.75], [-0.35, 0.20, -1.47], [0.15, 0.50, 1.78], [0.53, 0.05, -0.10], [0.05, 0.16, 0.21], [-0.54, -0.06, 0.40], [-0.30, -0.15, -0.45], [-0.76, 0.49, -0.34], [0.89, 0.28, 0.20], [-0.06, -0.32, 0.19], [0.29, 0.21, 0.92], [-0.14, 0.31, -0.18], [-0.90, -0.28, -0.83], [0.14, 0.55, 0.84]], "e_homo_ev": -7.5, "e_lumo_ev": -0.7, "total_energy_ev": -129905.5780}